Below is a structure of composition C54H48F3N3O6ReS4Si in a non-equilibrium geometry, with properties calculated with ωB97M-V/def2-TZVPD.

Output
Molar mass ... 1234.55 Da
Kohn-Sham gap (alpha / beta) ... 5.8765 / 6.2103 eV
Strongest force on any atom ... 8.78 eV/Å
HOMO energy (alpha / beta) ... -7.092 / -7.429 eV
Relative energy (zero: lowest compared OMol25 entry of this formula, charge and spin) ... 380.0 kcal per mole
Multiplicity ... 2

Element x y z (Å)
Re: 0.00000 0.00000 0.00000
C: -4.32070 0.44800 -5.11660
Si: -4.19120 1.21410 -3.37740
C: -3.47320 2.92500 -3.58000
C: -5.96770 1.42280 -2.72230
C: -3.31270 -0.07010 -2.25020
C: -3.95130 -1.33480 -2.17460
C: -3.43260 -2.36480 -1.39850
C: -2.27280 -2.11720 -0.70150
N: -1.62340 -0.94260 -0.73290
C: -2.13590 0.06870 -1.49720
S: -1.20710 1.53570 -1.45550
H: -4.85200 1.13010 -5.78660
H: -4.86540 -0.49950 -5.08200
H: -3.32130 0.26610 -5.52210
H: -4.10220 3.51660 -4.25350
H: -2.47180 2.89340 -4.01870
H: -3.42920 3.46000 -2.62700
H: -6.52150 2.11820 -3.35960
H: -5.94800 1.82070 -1.70370
H: -6.49270 0.46360 -2.71640
H: -4.86810 -1.53040 -2.72560
H: -3.92080 -3.32810 -1.34210
H: -1.81320 -2.87410 -0.07720
C: 0.97340 -8.29750 -1.22090
C: 0.91760 -6.80450 -1.08350
C: -0.08370 -6.18010 -0.32600
C: -0.12710 -4.78540 -0.20790
C: 0.82360 -4.00260 -0.86510
C: 1.82400 -4.62780 -1.62480
C: 1.86610 -6.01600 -1.74060
S: 0.83190 -2.17830 -0.68710
O: 2.30060 -1.90760 -0.78190
C: 0.07580 -1.92880 -2.34000
C: -1.29270 -2.25020 -2.40870
C: -2.02910 -2.04990 -3.56920
C: -1.44190 -1.46560 -4.68680
C: -2.22570 -1.24170 -5.83150
C: -1.69430 -0.62140 -6.95730
C: -0.37270 -0.20690 -6.94460
C: 0.41600 -0.43160 -5.81240
C: -0.07390 -1.08750 -4.65170
C: 0.72110 -1.36470 -3.47080
C: 2.18070 -1.00030 -3.49790
C: 3.08580 -1.68810 -4.37370
C: 2.76160 -2.88580 -5.05820
C: 3.65790 -3.50820 -5.92990
C: 4.91050 -2.95210 -6.14550
C: 5.26650 -1.77860 -5.48510
C: 4.37640 -1.14430 -4.60310
C: 4.75650 0.04360 -3.97110
C: 3.90730 0.67280 -3.06650
C: 2.65400 0.12600 -2.77450
S: 1.60960 0.81200 -1.46770
O: 1.12670 2.12880 -2.00690
C: 2.85510 1.24770 -0.20800
C: 3.92970 0.41690 0.13180
C: 4.79000 0.74480 1.18450
C: 4.59150 1.91180 1.92630
C: 5.47360 2.21950 3.09930
C: 3.51410 2.74180 1.60250
C: 2.65890 2.41420 0.54420
H: 0.34540 -8.79160 -0.47300
H: 1.99880 -8.65490 -1.07580
H: 0.62960 -8.59540 -2.21630
H: -0.83040 -6.78010 0.18990
H: -0.89660 -4.32660 0.40600
H: 2.59000 -4.03360 -2.11970
H: 2.65360 -6.47520 -2.33460
H: -1.81000 -2.66240 -1.54490
H: -3.08130 -2.32910 -3.57680
H: -3.27170 -1.54260 -5.85180
H: -2.31410 -0.44980 -7.83270
H: 0.05250 0.29670 -7.80860
H: 1.44110 -0.06680 -5.85180
H: 1.78980 -3.35570 -4.91560
H: 3.37040 -4.42310 -6.44080
H: 5.61030 -3.42770 -6.82720
H: 6.25260 -1.35610 -5.66960
H: 5.73260 0.48560 -4.16200
H: 4.24100 1.58530 -2.57780
H: 4.11480 -0.51020 -0.40370
H: 5.60600 0.06770 1.42860
H: 6.50200 1.89570 2.90780
H: 5.10100 1.70510 3.99090
H: 5.50200 3.29540 3.29940
H: 3.32150 3.64380 2.17890
H: 1.81910 3.07020 0.32150
N: -0.91880 -0.70330 1.65610
C: -0.08490 -1.22180 2.66760
C: 1.23480 -0.77230 2.76700
C: 2.05400 -1.20950 3.81060
C: 1.52690 -2.05830 4.78670
C: 0.19630 -2.47630 4.72610
C: -0.61200 -2.04170 3.67350
S: 2.59850 -2.65080 6.12220
O: 3.88290 -2.83320 5.45090
O: 1.94460 -3.88550 6.54950
O: 2.53170 -1.54340 7.07090
H: -1.64590 -1.39540 1.42230
H: -1.56400 -0.00290 2.05000
H: 1.63900 -0.10240 2.01390
H: 3.09260 -0.89580 3.87460
H: -0.19920 -3.12980 5.49930
H: -1.64930 -2.35930 3.64790
F: -1.44870 5.27910 4.29080
C: -0.40130 5.30800 3.42140
F: 0.70210 5.57280 4.17470
F: -0.59330 6.40710 2.64110
C: -0.28950 4.04310 2.61440
C: -1.34690 3.64000 1.79050
C: -1.21120 2.47080 1.06140
N: -0.11080 1.69070 1.09860
C: 0.89920 2.09340 1.89770
C: 0.85880 3.24580 2.66470
H: -2.25900 4.22530 1.71770
H: -2.00610 2.11970 0.40910
H: 1.77040 1.44400 1.90540
H: 1.70760 3.51290 3.28760
O: 1.36650 -0.16800 1.01150

=====

Below is a cluster of 2 separate species, C7H10O in total in a non-equilibrium geometry, with properties calculated with ωB97M-V/def2-TZVPD.

Output
Molar mass ... 110.16 Da
Structure (SMILES) ... C=C(C)C=O.C#CC
Kohn-Sham gap ... 9.8755 eV
Strongest force on any atom ... 4.59 eV/Å
HOMO energy ... -9.436 eV
Relative energy (zero: lowest compared OMol25 entry of this formula, charge and spin) ... 116.3 kcal per mole

Element x y z (Å)
C: 1.16593 -2.57454 0.58375
C: 0.78199 -1.20315 0.80694
C: -0.86835 -1.15994 1.16035
C: 1.26524 -0.02990 0.42684
O: -1.45999 -0.31613 1.71374
H: -1.04139 -2.45209 0.88340
H: -0.01214 -3.13899 0.58733
H: 1.63281 -3.02864 1.45671
H: 1.70568 -2.76856 -0.33473
H: 0.77299 0.88702 0.71973
H: 2.28213 0.05906 0.06898
C: -1.38539 1.55339 -1.51814
C: -0.61650 2.61357 -0.90647
C: 0.03910 3.53442 -0.50805
H: -0.91453 1.14538 -2.40564
H: -2.41549 1.85123 -1.76099
H: -1.51495 0.68386 -0.86773
H: 0.58288 4.34402 -0.10601

=====

Below is a structure of composition C20H39B3BeBr3ClF9LiN3NaO3 in a non-equilibrium geometry, with properties calculated with ωB97M-V/def2-TZVPD.

Output
Molar mass ... 887.08 Da
Kohn-Sham gap ... 1.6830 eV
Strongest force on any atom ... 4.16 eV/Å
HOMO energy ... -6.599 eV

Element x y z (Å)
N: 5.70938 0.97662 -0.18519
C: 4.71363 0.58580 -1.19873
C: 3.96662 1.76598 -1.81592
O: 3.34749 1.27212 -2.99279
C: 2.94682 2.28052 -0.80079
B: 2.12249 3.51924 -1.27988
C: 1.30860 4.35165 -0.22331
C: 0.08335 5.05275 -0.81570
C: -0.87548 4.02560 -1.44885
C: -1.14382 2.94024 -0.40386
N: -2.33390 2.14469 -0.66290
C: -3.46998 2.15755 0.07889
C: -4.34800 1.24015 -0.45683
C: -3.68268 0.65348 -1.56450
C: -2.44713 1.24188 -1.66518
H: 5.40958 0.57345 0.69388
H: 5.66436 1.97487 -0.02669
H: 5.17144 -0.04428 -1.95731
H: 3.95497 -0.03312 -0.71695
H: 4.72754 2.51791 -2.05581
H: 3.33410 1.95897 -3.66002
H: 3.48020 2.54557 0.11680
H: 2.27464 1.44492 -0.58006
H: 2.15687 3.79202 -2.44667
H: 1.06105 3.71031 0.62009
H: 1.99453 5.10755 0.17550
H: 0.34667 5.86620 -1.48568
H: -0.47372 5.52174 0.00268
H: -1.79484 4.53475 -1.73056
H: -0.38218 3.64476 -2.34288
H: -1.24232 3.41870 0.56366
H: -0.29732 2.26085 -0.40965
H: -3.62835 2.76634 0.94800
H: -5.32515 0.98107 -0.09066
H: -4.08140 -0.13021 -2.18322
H: -1.65302 1.04064 -2.35856
C: -9.28638 -3.51741 -1.56751
O: -9.21195 -2.51591 -2.60988
C: -8.79428 -1.21192 -2.11824
C: -7.34251 -1.00730 -2.44556
O: -6.50266 -1.96679 -1.77402
C: -6.38118 -3.08924 -2.59105
H: -9.29853 -4.50093 -2.04121
H: -8.43932 -3.46055 -0.88493
H: -10.20828 -3.39282 -1.00312
H: -9.00269 -1.10945 -1.05333
H: -9.37592 -0.45578 -2.64714
H: -6.99052 -0.01688 -2.15559
H: -7.21207 -1.09652 -3.53130
H: -5.67066 -2.89445 -3.40541
H: -7.34109 -3.38395 -2.99811
H: -6.01228 -3.93613 -2.00531
C: 10.13574 -0.07812 1.83450
C: 10.35093 1.06075 0.84547
C: 9.89816 2.42072 1.37281
C: 8.45095 2.49265 1.55226
N: 7.30000 2.49295 1.65108
H: 9.07406 -0.24541 2.03844
H: 10.54343 -1.00351 1.43126
H: 10.63803 0.12542 2.78342
H: 9.83899 0.83197 -0.09023
H: 11.43171 1.15916 0.60852
H: 10.20242 3.20078 0.66943
H: 10.39712 2.64230 2.32542
Na: -5.03328 -3.12014 -0.86731
Cl: 13.09135 2.02361 -0.27095
B: -5.89815 -4.58441 3.56378
F: -7.19698 -4.03570 3.47639
F: -5.20970 -4.03781 4.63643
F: -5.98420 -5.97412 3.68219
F: -5.21226 -4.27183 2.34810
C: -3.47074 -4.80514 8.01423
Br: -5.14436 -3.87131 8.20327
Br: -3.63014 -6.34438 6.87351
Br: -2.06164 -3.62993 7.43236
H: -3.19878 -5.16424 8.99486
Be: 8.50034 3.96308 3.29208
B: 2.86819 -2.99805 -0.63580
F: 4.18768 -2.72098 -1.25551
F: 2.65273 -2.04707 0.35183
F: 1.90690 -2.87697 -1.63250
F: 2.87882 -4.26758 -0.10678
Li: -8.40952 -3.46525 -4.13125
F: 5.34876 -2.73075 0.13818

=====

Below is a cluster of 3 separate species, C6H4F2NO2 in total in a non-equilibrium geometry, with properties calculated with ωB97M-V/def2-TZVPD.

Output
Molar mass ... 160.10 Da
Kohn-Sham gap ... 6.8256 eV
Net charge ... -1
Strongest force on any atom ... 3.77 eV/Å
HOMO energy ... -3.531 eV
Relative energy (zero: lowest compared OMol25 entry of this formula, charge and spin) ... 17.7 kcal per mole

Element x y z (Å)
C: -0.43093 0.23687 1.63887
C: 0.34189 1.04885 0.79448
C: -1.33740 -0.63720 1.00217
C: 1.74033 -1.59141 -0.70865
C: 0.15129 1.07372 -0.63718
C: -0.65383 -0.06901 -1.09545
N: -1.30374 -0.81237 -0.28884
O: 1.58010 -1.77901 0.40069
O: 2.04936 -1.50035 -1.84450
F: -1.05298 2.59667 -0.86632
F: -0.74378 -0.38161 -2.44717
H: -0.40978 -0.01170 2.74145
H: 1.22226 1.58018 1.14633
H: -1.90434 -1.41064 1.51400
H: 0.75153 1.65701 -1.34987

=====

Below is a structure of composition C17H19BrN4O3PdSSeSi, with properties calculated with ωB97M-V/def2-TZVPD.

Output
Molar mass ... 652.80 Da
Kohn-Sham gap ... 6.2450 eV
Strongest force on any atom ... 0.80 eV/Å
HOMO energy ... -8.172 eV
Relative energy (zero: lowest compared OMol25 entry of this formula, charge and spin) ... 12.0 kcal per mole

Element x y z (Å)
Pd: 0.36233 0.84155 0.52456
N: -2.58351 -0.16989 3.47849
C: -1.57897 -0.10079 2.56884
S: -1.71811 1.13544 1.34327
N: -0.62569 -0.97314 2.62618
N: 0.36294 -0.77913 1.67132
C: 1.42093 -1.50971 1.84279
C: 2.67322 -1.43231 1.16364
C: 3.74510 -2.19467 1.66886
C: 4.99191 -2.11173 1.10717
C: 5.19425 -1.25696 0.01127
C: 4.17215 -0.50627 -0.51265
C: 2.87844 -0.58103 0.04351
O: 1.89305 0.06056 -0.50965
H: -3.19532 0.61736 3.58646
H: -2.46647 -0.79745 4.25490
H: 1.32612 -2.22479 2.65513
H: 3.56919 -2.83918 2.52217
H: 5.81446 -2.68894 1.50556
H: 6.18100 -1.18558 -0.42968
H: 4.31877 0.14349 -1.36455
Br: -2.02790 3.31357 -6.46493
C: -1.01421 3.67732 -4.91430
C: -0.28532 4.85668 -4.83135
N: 0.44778 5.17672 -3.77123
C: 0.47498 4.31869 -2.75580
C: -0.22092 3.11725 -2.75595
C: -0.98724 2.78284 -3.86425
C: -0.15463 2.17379 -1.60870
O: 0.55825 2.51804 -0.58813
O: -0.75693 1.09318 -1.61439
H: -0.29720 5.56217 -5.65383
H: 1.08030 4.59389 -1.90027
H: -1.53448 1.85058 -3.88274
C: 0.29679 4.97196 1.33808
Si: 1.75990 4.02776 1.99182
C: 3.22239 4.09903 0.84054
C: 2.20245 4.59120 3.72141
Se: 1.29943 1.82267 2.50831
H: 0.54534 6.03302 1.25294
H: -0.55863 4.87321 2.00878
H: 0.00581 4.59657 0.35895
H: 3.66304 5.09962 0.83106
H: 2.91150 3.85225 -0.17664
H: 3.99112 3.38676 1.14185
H: 2.56946 5.62006 3.68030
H: 2.98403 3.97677 4.17174
H: 1.32821 4.56168 4.37283

=====

Below is a structure of composition Cl2H2NP in a non-equilibrium geometry, with properties calculated with ωB97M-V/def2-TZVPD.

Output
Molar mass ... 117.90 Da
Kohn-Sham gap ... 8.9172 eV
Strongest force on any atom ... 2.58 eV/Å
HOMO energy ... -9.206 eV
Relative energy (zero: lowest compared OMol25 entry of this formula, charge and spin) ... 110.0 kcal per mole

Element x y z (Å)
N: 0.60021 0.19675 0.20728
P: -0.99075 -0.51887 -0.14411
Cl: 1.82000 -0.19762 -0.99865
Cl: 1.42985 -0.23554 1.69273
H: -1.84265 0.55711 0.69497
H: -1.01665 0.19818 -1.45222